Entry 1:
C2F6NO3S2Tm | ωB97M-V with the def2-TZVPD basis set

XYZ file:
```
15
Properties=species:S:1:pos:R:3
O 0.10 -2.71 0.32
C -1.56 -0.90 1.40
F -0.71 -0.65 2.38
F -0.17 2.25 0.45
F 0.70 3.25 -1.28
F -2.39 -1.86 1.77
S 0.49 0.67 -1.54
O 1.87 0.44 -2.13
O -1.60 -1.52 -1.19
S -0.63 -1.50 -0.10
C 0.77 2.19 -0.48
N 0.54 -0.39 -0.25
F -2.23 0.19 1.10
F 1.96 2.16 0.09
Tm 2.86 -1.62 -0.53
```

Summary:
Net charge = +1
Multiplicity = 4
HOMO level (alpha / beta) = -12.80 / -14.50 eV
Lowest unoccupied orbital energy (alpha / beta) = -5.82 / -7.40 eV
DFT total energy = -77200.929 eV

=====

Entry 2:
C2FI2O2 | ωB97M-V with the def2-TZVPD basis set

XYZ file:
```
7
Properties=species:S:1:pos:R:3
I -0.14 2.44 0.45
O 1.98 -0.06 -0.05
C -0.49 0.32 0.28
C 0.98 -0.72 -0.24
F -0.87 -0.11 1.47
O 0.51 -1.72 -0.67
I -1.98 -0.15 -1.23
```

Summary:
Net charge = -1
HOMO level = -4.33 eV
Lowest unoccupied orbital energy = 2.91 eV
DFT total energy = -25088.978 eV

=====

Entry 3:
C2H10MnN2O7P2 | ωB97M-V with the def2-TZVPD basis set

XYZ file:
```
24
Properties=species:S:1:pos:R:3
O -1.56 1.94 -0.11
P -2.70 1.04 -0.53
H 3.86 0.73 -0.16
O -2.91 -0.12 0.59
O -2.19 0.91 2.85
Mn -0.35 0.34 -0.02
H 2.70 -0.07 0.95
O -0.66 -0.75 1.59
P -2.06 -0.27 1.99
C 2.60 -0.76 -1.09
H -2.57 -0.44 -2.18
O -3.97 1.52 -1.06
H 1.94 1.84 -1.14
H 0.97 -1.83 -1.72
H 1.23 -1.91 -0.09
H 3.38 -1.52 -0.99
H 1.93 2.12 0.48
O -1.92 0.05 -1.68
N 1.26 -1.30 -0.91
O -2.77 -1.58 2.56
H 2.66 -0.34 -2.10
N 1.83 1.40 -0.23
C 2.84 0.35 -0.06
H -3.54 -1.34 3.07
```

Summary:
Multiplicity = 6
HOMO level (alpha / beta) = -9.65 / -10.02 eV
Lowest unoccupied orbital energy (alpha / beta) = -0.14 / -0.16 eV
DFT total energy = -69455.686 eV

=====

Entry 4:
C2H10N | ωB97M-V with the def2-TZVPD basis set

XYZ file:
```
13
Properties=species:S:1:pos:R:3
C 0.32 -0.48 -1.25
H 0.36 -0.68 -2.32
H -0.53 -0.49 2.79
H -0.05 -0.95 1.29
H 1.48 1.30 -1.46
H -0.63 -0.89 -0.89
H 0.74 1.21 0.07
C 0.55 0.99 -0.98
N -0.74 -0.39 1.80
H -0.72 0.59 1.51
H -0.27 1.63 -1.31
H 1.15 -1.06 -0.84
H -1.66 -0.79 1.60
```

Summary:
Net charge = +1
HOMO level = -16.02 eV
Lowest unoccupied orbital energy = -4.34 eV
DFT total energy = -3719.307 eV

=====

Entry 5:
C2H10N2 | ωB97M-V with the def2-TZVPD basis set

XYZ file:
```
14
Properties=species:S:1:pos:R:3
N -0.35 1.88 1.16
H 1.26 -1.13 -0.73
H 0.60 -2.47 -1.95
N -0.82 -0.85 -1.55
H -1.27 2.00 1.67
H -0.02 0.43 2.91
H 1.02 0.30 1.65
H 1.08 -0.90 -2.47
H 0.19 2.56 1.54
H -1.06 -0.60 -2.52
C 0.59 -1.41 -1.68
H -0.68 -0.16 -0.86
C 0.04 0.49 1.84
H -0.60 -0.15 0.99
```

Summary:
SMILES = CN.CN
HOMO level = -9.18 eV
Lowest unoccupied orbital energy = 1.06 eV
DFT total energy = -5214.048 eV

=====

Entry 6:
C2H10N2 | ωB97M-V with the def2-TZVPD basis set

XYZ file:
```
14
Properties=species:S:1:pos:R:3
C 1.09 1.16 0.41
H 1.61 -1.96 -0.68
H -2.71 0.65 -0.46
H 0.01 1.21 0.67
H -1.80 -0.21 0.64
N -2.50 -0.27 -0.09
H -3.37 -0.57 0.32
C 0.94 -1.17 -0.33
H 1.54 0.92 1.38
H 1.42 2.14 0.10
N 1.56 0.14 -0.52
H -0.05 -1.33 -0.77
H 0.91 -1.23 0.76
H 1.35 0.51 -1.44
```

Summary:
SMILES = CNC.N
HOMO level = -8.80 eV
Lowest unoccupied orbital energy = 1.03 eV
DFT total energy = -5215.784 eV